No. 1
{"formula": "C6H16S", "method": "the ωB97M-V functional and the def2-TZVPD basis", "symbols": ["C", "C", "C", "S", "H", "H", "H", "H", "H", "H", "H", "H", "C", "C", "C", "H", "H", "H", "H", "H", "H", "H", "H"], "coordinates": [[-0.42876, 1.20005, -1.20844], [-0.05063, 0.65904, -2.59946], [-2.51996, 1.55706, 0.56380], [-2.12060, 1.81464, -1.18547], [-0.39114, 0.37477, -0.51661], [0.27231, 1.98106, -0.91486], [-0.63952, 1.10814, -3.39332], [0.02217, -0.42246, -2.60002], [-2.99615, 0.58278, 0.65661], [-1.60647, 1.54666, 1.16500], [-3.17583, 2.32313, 0.97710], [0.95582, 1.00576, -2.86192], [1.60912, -1.57166, 0.82058], [1.77714, -0.20643, 1.42468], [0.16577, -2.11616, 0.98525], [1.74033, -1.45579, -0.25703], [2.32651, -2.33892, 1.12474], [1.72696, -0.05397, 2.50823], [0.15320, -3.06595, 1.50215], [-0.42069, -1.47087, 1.63139], [-0.33323, -2.27078, 0.02931], [2.74542, 0.28249, 1.21043], [1.18823, 0.53740, 0.93787]], "atomic_forces_ev_per_a": [[0.111, -0.254, -0.691], [0.898, 0.840, 0.237], [0.259, -0.317, 0.198], [-0.359, 0.450, -0.044], [0.124, -0.180, 0.405], [-0.099, 0.051, 0.193], [-0.472, -0.373, -0.136], [-0.487, -0.233, -0.297], [-0.073, -0.033, 0.212], [-0.069, 0.059, -0.096], [-0.024, 0.057, -0.277], [0.126, -0.074, 0.205], [-0.916, -0.439, -0.538], [1.910, 1.184, 0.443], [0.365, -0.098, 0.379], [0.322, 0.061, -0.063], [0.081, 0.351, 0.249], [-0.552, -0.592, -0.015], [0.126, -0.464, 0.108], [-0.246, 0.317, -0.158], [-0.101, 0.205, -0.026], [0.288, -0.753, -0.123], [-1.212, 0.236, -0.164]], "spin_multiplicity": 2, "charge": -1, "gap_ev": [1.9, 8.5], "relative_energy_kcal_mol": 9.24, "s2": 0.750, "e_lumo_ha": [0.12034, 0.12153]}

No. 2
{"formula": "C20H28O3", "method": "the ωB97M-V functional and the def2-TZVPD basis", "symbols": ["C", "C", "O", "C", "O", "C", "C", "C", "C", "C", "C", "C", "C", "C", "C", "C", "C", "C", "C", "C", "C", "C", "O", "H", "H", "H", "H", "H", "H", "H", "H", "H", "H", "H", "H", "H", "H", "H", "H", "H", "H", "H", "H", "H", "H", "H", "H", "H", "H", "H", "H"], "coordinates": [[2.99134, -1.66073, 1.88853], [2.13868, -0.42732, 1.83325], [0.84125, -0.86985, 1.39019], [-0.06983, 0.14415, 1.34857], [0.17576, 1.23349, 1.82932], [-1.34959, -0.34621, 0.63061], [-1.08918, -0.06332, -0.85724], [-1.48535, -1.22937, -1.74425], [0.27271, 0.66023, -1.18133], [0.32141, 2.07547, -1.19131], [-0.89582, 2.93979, -1.14068], [1.53154, 2.74503, -1.32249], [2.73075, 2.06822, -1.52124], [4.04674, 2.79999, -1.49247], [2.64684, 0.68506, -1.74392], [1.44647, -0.02036, -1.58902], [1.49756, -1.47647, -1.93888], [-1.52168, -1.78907, 1.15469], [-2.93410, -2.39841, 1.19389], [-3.85412, -1.56211, 2.07070], [-3.83085, -0.09394, 1.67442], [-2.52509, 0.53331, 1.13902], [-2.48175, 1.74871, 1.13155], [4.02714, -1.39318, 2.10977], [2.64039, -2.32852, 2.68373], [2.97844, -2.20982, 0.93803], [2.03625, 0.05748, 2.81253], [2.53412, 0.30199, 1.11253], [-1.81497, 0.71688, -1.13716], [-2.58347, -1.29309, -1.81532], [-1.10284, -1.05041, -2.75383], [-1.13945, -2.20324, -1.37102], [-0.57531, 3.98669, -1.16344], [-1.53603, 2.77509, -2.01667], [-1.48220, 2.78966, -0.22647], [1.52437, 3.84149, -1.29432], [4.88551, 2.10342, -1.61071], [4.13703, 3.57474, -2.27223], [4.16966, 3.31722, -0.52667], [3.54458, 0.15164, -2.06598], [2.53602, -1.76132, -2.14566], [1.12755, -2.13027, -1.13712], [0.92814, -1.67303, -2.85748], [-0.85677, -2.46624, 0.61328], [-1.18393, -1.82409, 2.20501], [-2.83931, -3.40565, 1.62640], [-3.37682, -2.53016, 0.19725], [-3.56036, -1.66142, 3.12421], [-4.87622, -1.95931, 2.00065], [-4.16363, 0.51688, 2.52708], [-4.58162, 0.06029, 0.88168]], "atomic_forces_ev_per_a": [[0.295, -0.407, 0.179], [0.118, 0.015, -0.044], [-0.254, 0.965, -0.163], [0.721, 0.854, 0.962], [-0.665, -1.309, -0.704], [0.282, 0.668, 2.065], [-0.052, 1.220, -1.394], [-0.166, -0.466, -0.350], [0.075, -0.480, -0.580], [-0.001, -0.358, -0.060], [-0.357, 0.426, 0.389], [0.338, -0.025, -0.081], [-0.257, -0.441, -0.109], [0.266, 0.175, -0.030], [0.008, 0.664, 0.149], [-0.051, 0.517, 0.229], [0.105, -0.532, 0.004], [-0.397, -0.942, -0.066], [0.161, 0.015, -0.125], [0.028, -0.347, 0.099], [-0.201, 0.077, -0.100], [-0.555, 0.657, 0.592], [0.026, -1.143, -0.120], [-0.052, -0.007, -0.002], [0.071, 0.028, -0.182], [-0.039, 0.188, 0.181], [0.081, -0.105, -0.277], [-0.215, -0.091, 0.179], [0.230, -0.169, 0.230], [0.309, 0.041, 0.070], [-0.149, -0.230, 0.134], [0.034, 0.330, -0.365], [-0.170, -0.145, -0.044], [0.019, -0.046, 0.148], [0.179, 0.061, -0.410], [0.065, -0.435, 0.092], [-0.158, 0.162, 0.012], [-0.155, -0.311, 0.189], [-0.030, -0.209, -0.289], [-0.224, 0.055, 0.222], [-0.213, 0.003, 0.089], [-0.003, 0.173, -0.220], [0.110, -0.077, 0.311], [0.005, 0.138, 0.135], [-0.005, 0.154, -0.390], [-0.040, 0.204, -0.186], [0.166, 0.143, 0.064], [0.087, -0.034, -0.180], [0.163, 0.197, 0.100], [0.186, 0.053, -0.419], [0.283, 0.128, 0.067]], "charge": 0, "gap_ev": 9.2, "relative_energy_kcal_mol": 0.00, "smiles": "CCOC(=O)[C@@]1([C@H](C)c2c(C)cc(C)cc2C)CCCCC1=O", "e_lumo_ha": 0.02662}

No. 3
{"formula": "C23H24Cl10O13", "method": "the ωB97M-V functional and the def2-TZVPD basis", "symbols": ["O", "C", "C", "C", "O", "C", "O", "C", "C", "O", "H", "H", "H", "H", "O", "C", "C", "C", "O", "C", "O", "C", "C", "O", "H", "H", "H", "H", "O", "C", "C", "C", "O", "C", "O", "C", "C", "O", "H", "H", "H", "H", "Cl", "C", "Cl", "H", "H", "Cl", "C", "Cl", "H", "H", "Cl", "C", "Cl", "H", "H", "Cl", "C", "Cl", "H", "H", "Cl", "C", "Cl", "H", "H", "O", "H", "H"], "coordinates": [[4.41299, 2.14639, -2.54326], [4.06755, 1.16164, -1.94196], [3.18162, 0.13221, -2.48072], [3.03312, -1.01622, -1.83261], [2.25472, -1.99210, -2.31379], [3.68938, -1.33354, -0.51044], [3.57261, -2.43617, -0.02827], [4.42408, -0.23533, 0.08747], [4.66616, 0.89361, -0.58876], [5.35388, 1.88114, -0.06223], [2.67787, 0.28240, -3.42654], [2.22281, -2.74145, -1.69005], [4.82338, -0.38492, 1.08373], [5.42721, 2.58093, -0.73701], [-0.85464, 5.97859, 0.32456], [-0.67233, 4.79498, 0.19067], [-1.74017, 3.82412, -0.03619], [-1.48046, 2.52285, -0.21109], [-2.45659, 1.63783, -0.31333], [-0.07944, 1.97433, -0.26352], [0.14202, 0.80524, -0.49477], [0.98379, 2.92867, 0.04125], [0.72213, 4.23071, 0.20496], [1.69834, 5.10295, 0.46525], [-2.77995, 4.08991, 0.12531], [-2.06559, 0.82094, -0.67759], [2.01046, 2.60611, -0.08024], [1.36821, 5.99819, 0.28185], [-4.09107, 0.83100, -3.81888], [-2.97754, 0.41126, -4.03537], [-2.33488, -0.66130, -3.29780], [-1.06165, -0.98419, -3.51636], [-0.44954, -1.86700, -2.72162], [-0.24068, -0.34924, -4.60217], [0.89934, -0.69327, -4.78996], [-0.93629, 0.62432, -5.42176], [-2.18721, 0.97437, -5.19486], [-2.79786, 1.90514, -5.91036], [-2.86739, -1.09277, -2.45871], [0.42488, -2.07341, -3.11506], [-0.41262, 1.04167, -6.27393], [-3.75270, 1.85929, -5.73390], [-5.18300, -0.07702, 2.76931], [-4.68055, -1.76716, 2.89204], [-5.83974, -2.86118, 2.12057], [-3.72618, -1.84079, 2.38576], [-4.59430, -2.08073, 3.92377], [-1.36095, 0.67772, 2.90014], [-1.86295, 2.28129, 3.44731], [-0.46083, 3.34990, 3.71029], [-2.49099, 2.72742, 2.68899], [-2.32691, 2.18182, 4.41805], [-1.83224, -2.07990, 0.18425], [-0.08740, -1.91084, 0.48501], [0.61471, -3.48148, 0.91919], [0.38661, -1.56630, -0.42063], [0.06741, -1.21717, 1.30079], [-1.62520, -3.35159, 4.60001], [-2.41430, -4.66975, 3.72203], [-4.05516, -4.96200, 4.35117], [-2.53596, -4.36308, 2.69589], [-1.85287, -5.58073, 3.85843], [2.84517, -1.69886, 4.70238], [1.81239, -0.33612, 4.22431], [2.38163, 0.42240, 2.72958], [0.81240, -0.69913, 4.03957], [1.85614, 0.36983, 5.04245], [3.57463, -4.91237, 1.63418], [3.86753, -4.33710, 0.91819], [2.89294, -4.39695, 2.07500]], "atomic_forces_ev_per_a": [[0.068, 0.934, -0.085], [0.024, -1.387, -0.291], [0.009, 0.546, -0.289], [-0.424, -0.832, 0.287], [-0.093, -0.382, -0.058], [0.297, 1.235, -0.264], [-0.247, -0.417, -0.070], [0.329, -0.489, 0.495], [-0.759, -0.232, 0.315], [0.509, 0.609, 0.004], [0.119, 0.127, -0.023], [0.397, 0.158, 0.165], [0.053, -0.009, -0.091], [-0.031, 0.011, -0.032], [0.264, 0.603, 0.136], [-0.524, -0.998, -0.439], [-0.305, -0.097, 0.752], [0.159, 0.043, -0.120], [-0.098, -0.508, -0.449], [0.813, 0.977, 0.563], [-0.511, -0.308, -0.323], [0.064, -0.103, -0.759], [0.393, 0.199, 0.477], [0.004, 0.019, -0.472], [0.136, 0.397, -0.327], [-0.110, -0.165, 0.340], [-0.035, -0.154, 0.320], [-0.193, 0.013, 0.320], [-0.267, 0.213, -0.062], [0.374, -0.617, -0.411], [-0.575, 0.460, 0.678], [0.380, -0.460, 0.732], [0.241, -0.099, -0.806], [-1.021, 0.216, -0.384], [0.666, -0.333, 0.196], [1.246, 0.007, -0.730], [-0.884, 0.408, 0.690], [-0.353, 0.027, -0.519], [-0.074, -0.094, -0.140], [-0.052, 0.332, 0.218], [0.116, -0.013, 0.122], [0.060, 0.145, 0.322], [-0.054, 0.048, 0.157], [0.042, -0.135, -0.155], [0.047, 0.089, -0.128], [0.036, -0.114, -0.058], [-0.031, 0.223, 0.130], [-0.103, -0.073, -0.094], [0.537, 0.175, 0.268], [-0.068, -0.043, -0.185], [-0.137, -0.030, 0.023], [-0.318, -0.081, -0.104], [0.045, 0.183, 0.120], [-0.069, -0.342, 0.095], [-0.054, 0.044, -0.010], [-0.102, 0.076, -0.098], [-0.015, 0.031, 0.024], [0.121, 0.028, -0.035], [-0.583, 0.176, 0.334], [0.150, -0.079, 0.060], [0.213, -0.087, -0.258], [0.185, -0.021, -0.124], [-0.105, -0.025, -0.114], [0.318, -0.260, 0.063], [-0.039, 0.074, 0.020], [-0.093, -0.055, 0.112], [-0.123, 0.222, -0.130], [0.031, -0.139, -0.035], [-0.053, 0.058, 0.098], [0.055, 0.070, 0.040]], "charge": 0, "gap_ev": 8.1, "smiles": "O=C1C=C(O)C(=O)C=C1O.O=C1C=C(O)C(=O)C=C1O.O=C1C=C(O)C(=O)C=C1O.ClCCl.ClCCl.ClCCl.ClCCl.ClCCl.O", "e_lumo_ha": -0.06550}

- Which value of charge does entry 2 give?
  0